# 1
ORCA calculation (ωB97M-V with the def2-TZVPD basis set) on a 2-piece molecular cluster, C24H47BrN4O5PS overall at a distorted geometry.

Calculated values
Spin multiplicity   1
Charge   +1
Relative energy (zero: lowest compared OMol25 entry of this formula, charge and spin)   5.1992 eV

Cartesian coordinates (Å):
C -3.1607 2.7719 1.5671
O -2.9023 1.5682 2.3236
C -1.5554 1.5112 2.8360
C -0.6134 0.4462 2.0901
C -1.0894 -1.0897 2.0707
C -2.3069 -1.4034 3.0524
O -2.2874 -1.3472 4.2880
Br -4.0641 -1.9295 2.2321
N -0.7419 0.8286 0.6279
C 0.0815 1.9874 0.3754
N 0.1047 2.8730 -0.6233
C -0.8337 2.7090 -1.7620
C -0.1992 2.2824 -3.1521
C -1.2478 2.0615 -4.3671
N 1.0621 2.0786 -3.4398
P 1.2938 4.2243 -0.5741
S 0.3700 5.9612 -0.5356
N 0.9978 2.0428 1.5142
C 0.9939 0.6881 2.2028
C 1.8110 -0.3693 1.3203
C 3.0907 0.2337 0.5601
C 2.8840 -0.0010 -1.0280
C 3.0403 -1.5835 -1.3527
C 2.2063 -2.0206 -2.6668
C 0.7609 -2.6445 -2.3126
C -0.3572 -2.2287 -3.4177
C -1.7476 -1.7874 -2.7647
O -2.5783 -2.9155 -2.3680
C -3.9313 -2.5335 -2.1764
C -4.4174 -1.1492 -1.5606
O -4.8155 -3.3550 -2.5102
C 1.5225 1.0862 3.6666
C 2.2051 -0.0919 4.5089
C 3.7656 -0.3419 4.1382
C 1.3475 -1.4645 4.5536
H -3.8626 2.5357 0.6809
H -3.7218 3.5763 2.1768
H -2.2346 3.2779 1.1347
H -1.6426 1.1649 3.9348
H -1.1391 2.5701 2.8768
H -1.4422 -1.3510 1.0125
H -0.2556 -1.8341 2.3409
H -1.6845 0.7944 0.2215
H -1.4073 3.6967 -1.9246
H -1.6550 1.9365 -1.5166
H -0.7005 1.6386 -5.2838
H -1.7406 3.0678 -4.5753
H -2.0329 1.3324 -3.9753
H 1.5902 2.2519 -2.5683
H 2.1185 4.1817 0.5908
H 2.1917 4.1210 -1.7066
H 0.8759 2.8366 2.1566
H 2.1994 -1.2456 1.9603
H 1.1645 -0.8765 0.5095
H 4.0042 -0.4116 0.8406
H 3.3613 1.3040 0.8318
H 1.7968 0.2513 -1.3188
H 3.6357 0.5601 -1.6726
H 2.6184 -2.2327 -0.4939
H 4.1454 -1.8986 -1.4356
H 2.7961 -2.8504 -3.1983
H 2.0734 -1.0835 -3.3000
H 0.8396 -3.7827 -2.3515
H 0.4243 -2.3658 -1.2563
H -0.5776 -3.1593 -4.0632
H 0.0215 -1.3615 -4.0520
H -1.5335 -1.1279 -1.8460
H -2.3310 -1.1362 -3.5120
H -3.8007 -0.8226 -0.6436
H -5.4855 -1.3038 -1.1572
H -4.4874 -0.2942 -2.3094
H 2.3084 1.9191 3.5034
H 0.7187 1.5643 4.3344
H 2.2312 0.2742 5.6042
H 3.9318 -0.5948 3.0418
H 4.3912 0.5880 4.3773
H 4.0991 -1.2531 4.7453
H 1.5322 -1.9195 5.5923
H 1.6920 -2.2457 3.8005
H 0.2534 -1.1649 4.4617
O -1.0279 -5.1520 -4.5626
H -1.7234 -5.4281 -3.9516
H -1.2165 -5.6453 -5.3703


# 2
ORCA calculation (ωB97M-V with the def2-TZVPD basis set) on C5H8O as an isolated structure at a distorted geometry.

Calculated values
Spin multiplicity   1
Charge   0
Relative energy (zero: lowest compared OMol25 entry of this formula, charge and spin)   3.0415 eV

Cartesian coordinates (Å):
C 0.1489 0.7793 1.6057
C -0.1363 -0.0132 0.3788
C 0.5828 -1.2114 -0.1053
C 0.5394 0.0492 -0.9536
C -0.8608 0.1154 -1.5201
O -1.4473 -0.1265 -0.1282
H -0.1095 1.8378 1.4838
H -0.4154 0.3715 2.4450
H 1.2184 0.7098 1.8294
H -0.0286 -2.0666 -0.3981
H 1.5119 -1.4386 0.3938
H 1.4478 0.5707 -1.2486
H -1.0474 -0.6049 -2.3445
H -1.4038 1.0275 -1.4381


| no. | calculated total energy (eV) | gap between HOMO and LUMO (eV) | LUMO (eV) |
| --- | --- | --- | --- |
| 1 | -132002.7362 | 8.72 | -3.677 |
| 2 | -7359.2137 | 10.03 | 1.087 |